Entry 1:
DFT (wB97M-V/def2-TZVPD) results for C9H11NS as an isolated structure at a distorted geometry.

```
22
Properties=species:S:1:pos:R:3
C -1.3968 2.1397 0.1386
C 0.2023 0.9730 -0.2413
C 1.1650 0.1367 -0.4972
C -1.7214 -0.7589 0.3451
C -0.6996 -1.9950 0.0237
C -1.2735 0.7823 0.0401
C -3.0864 -1.0312 -0.2822
C 3.2255 0.4396 0.6917
C 2.5676 0.4453 -0.7327
N -0.0317 2.3773 -0.2280
S 0.8923 -1.6408 -0.3417
H -2.2345 2.7558 0.3645
H -1.7369 -0.8138 1.5133
H -1.0448 -2.9687 -0.0761
H -3.1880 -1.9430 -0.6540
H -3.2855 -0.3787 -1.1293
H -3.8727 -0.8882 0.4163
H 2.9730 -0.5466 1.0467
H 2.6871 1.1613 1.3072
H 4.2633 0.6050 0.6536
H 3.0241 -0.3377 -1.2611
H 2.5716 1.4866 -1.0970
```

Properties
- Highest occupied orbital energy (alpha / beta): -6.8514 / -8.6170 eV
- ΔE to the lowest compared entry with this formula, charge and spin: 527.57 kJ/mol
- LUMO (alpha / beta): -0.51 / 0.14 eV
- Gap between HOMO and LUMO (alpha / beta): 6.3 / 8.8 eV
- E_tot: -21830.1806 eV
- Maximum force: 5.4 eV/Å

Mulliken atomic charge list, values in e, 2 entries: number 1, C, carries -0.61; number 2, C, carries 0.20



Entry 2:
DFT (wB97M-V/def2-TZVPD) results for an isolated ion of composition C9H11O2 and charge -1 at a distorted geometry.

```
22
Properties=species:S:1:pos:R:3
C -1.6990 1.8465 1.4368
C -0.9598 0.7210 0.7312
C -1.6296 -0.5293 0.5103
O -2.7413 -0.9634 0.7809
C -0.6338 -1.5903 -0.2284
C 0.6967 -1.3837 0.5820
C 0.9860 -0.2632 -0.4985
C 2.2659 0.1480 -1.1002
C -0.0155 -0.9454 -1.4554
C 0.2343 1.0268 0.0880
O 0.6748 2.1498 -0.0693
H -0.8940 2.6357 1.5206
H -1.9483 1.8082 2.5297
H -2.6393 2.0087 1.0241
H -1.1094 -2.5471 -0.2576
H 0.3817 -0.8949 1.5355
H 1.3047 -2.2754 0.6028
H 3.0901 -0.5615 -1.0406
H 2.7274 0.9835 -0.4607
H 2.2984 0.6439 -2.0898
H 0.2862 -1.7553 -2.1080
H -0.6764 -0.2628 -2.0335
```

Properties
- Highest occupied orbital energy: -3.1896 eV
- Charge: -1
- ΔE to the lowest compared entry with this formula, charge and spin: 235.89 kJ/mol
- LUMO: 3.70 eV
- Gap between HOMO and LUMO: 6.9 eV
- E_tot: -13605.7668 eV
- Maximum force: 4.0 eV/Å

Mulliken atomic charge list, values in e, 2 entries: number 1, C, carries -1.58; number 2, C, carries 0.08



Entry 3:
DFT (wB97M-V/def2-TZVPD) results for a 2-piece molecular cluster, C9H11O3 overall at a distorted geometry.

```
23
Properties=species:S:1:pos:R:3
C 0.2309 -0.0945 -3.5086
C -0.1999 1.3033 -3.2065
O -0.1469 1.8879 -2.0047
O -0.4693 2.1077 -4.1873
H 0.5552 -0.5584 -2.5314
H 1.1641 -0.0234 -4.1578
H -0.5587 -0.6074 -3.9354
C -1.3374 -1.6328 4.0266
C -0.2787 0.6531 1.2522
C -0.7547 0.1003 2.3851
C 0.6626 -0.1964 0.5448
C -0.4499 -1.1999 2.8357
C 1.1826 -1.3534 1.1368
C 0.5923 -1.9192 2.2560
O 1.0670 0.1671 -0.6412
H -0.2647 1.6690 0.8422
H -1.4390 0.7891 2.9802
H 0.5347 1.3211 -1.2296
H 2.1302 -1.7935 0.8259
H -2.1900 -0.9777 3.9548
H -0.8471 -1.5347 4.8628
H 0.9628 -2.8163 2.6322
H -1.5402 -2.7314 4.0891
```

Properties
- Highest occupied orbital energy: -3.7548 eV
- Charge: -1
- ΔE to the lowest compared entry with this formula, charge and spin: 192.07 kJ/mol
- LUMO: 3.42 eV
- Gap between HOMO and LUMO: 7.2 eV
- E_tot: -15654.3096 eV
- Maximum force: 6.0 eV/Å

Mulliken atomic charge list, values in e, 2 entries: number 1, C, carries -0.58; number 2, C, carries 0.60



Entry 4:
DFT (wB97M-V/def2-TZVPD) results for a 2-piece molecular cluster, C9H11O3 overall at a distorted geometry.

```
23
Properties=species:S:1:pos:R:3
C 0.5794 3.8007 1.2170
C -0.7942 0.1138 -0.3136
C -0.9972 0.4948 1.0264
C -0.1763 1.0045 -1.2101
C -0.6791 1.7390 1.5004
C 0.2355 2.2463 -0.7417
C -0.1048 2.6085 0.5562
O -1.1424 -1.1104 -0.7092
H -0.2886 -1.4920 -1.3351
H -1.4009 -0.3127 1.6785
H 0.0913 0.5057 -2.1535
H -0.5199 1.9504 2.5399
H 0.7529 2.8490 -1.4856
H 1.1815 4.4531 0.6010
H 1.1752 3.5062 2.0864
H -0.2853 4.4003 1.5668
C -0.1113 -3.9916 -0.2879
C 1.0301 -3.4418 -1.1563
O 0.6877 -2.3757 -1.8554
O 2.0546 -4.0824 -1.2821
H 0.1234 -4.5708 0.6178
H -0.4566 -4.9515 -0.7140
H -0.9549 -3.3433 -0.1458
```

Properties
- Highest occupied orbital energy: -4.5230 eV
- Charge: -1
- ΔE to the lowest compared entry with this formula, charge and spin: 115.41 kJ/mol
- LUMO: 3.36 eV
- Gap between HOMO and LUMO: 7.9 eV
- E_tot: -15655.1041 eV
- Maximum force: 2.7 eV/Å

Mulliken atomic charge list, values in e, 2 entries: number 1, C, carries -1.36; number 2, C, carries 0.30



Entry 5:
DFT (wB97M-V/def2-TZVPD) results for a 2-piece molecular cluster, C9H11O3 overall at a distorted geometry.

```
23
Properties=species:S:1:pos:R:3
C -1.6508 -2.6446 -3.3809
C -0.5585 -0.8820 0.3868
C 0.0561 -0.4609 -0.7691
C -1.5623 -1.8921 0.3183
C -0.3495 -0.8532 -2.0403
C -1.8790 -2.3441 -0.9348
C -1.2647 -1.9178 -2.1368
O -0.2810 -0.4003 1.6110
H 0.4398 0.2734 1.5308
H 0.8341 0.2944 -0.6837
H -2.0057 -2.1206 1.2742
H -0.0159 -0.3637 -2.9450
H -2.6839 -3.0705 -1.0235
H -1.2244 -3.6548 -3.3613
H -1.2050 -2.2103 -4.2835
H -2.7290 -2.6995 -3.5459
C 2.7917 3.4303 2.1500
C 1.6028 2.6019 1.5900
O 1.8165 1.3660 1.4471
O 0.5405 3.2118 1.3549
H 2.4053 4.3983 2.4735
H 3.5590 3.5503 1.3930
H 3.1229 2.8779 3.0291
```

Properties
- Highest occupied orbital energy: -4.6146 eV
- Charge: -1
- ΔE to the lowest compared entry with this formula, charge and spin: 25.38 kJ/mol
- LUMO: 3.25 eV
- Gap between HOMO and LUMO: 7.9 eV
- E_tot: -15656.0373 eV
- Maximum force: 2.3 eV/Å

Mulliken atomic charge list, values in e, 2 entries: number 1, C, carries -1.37; number 2, C, carries 0.59



Entry 6:
DFT (wB97M-V/def2-TZVPD) results for a 2-piece molecular cluster, C9H11P overall at a distorted geometry.

```
21
Properties=species:S:1:pos:R:3
C -1.3995 -2.0648 -1.1385
C -0.2071 -1.8737 -0.6375
C -0.7991 0.1245 0.5797
C 0.9258 2.0912 2.5617
C 1.4432 1.2998 -1.1232
C -0.2784 1.7155 2.3246
C 1.2578 0.0239 -0.8765
C -2.6461 -1.1319 -0.9405
C 0.2924 -0.6846 0.0779
P -2.4094 0.2225 0.2810
H -1.5796 -2.9973 -1.8301
H 0.6053 -2.6817 -0.8345
H 1.2976 2.8006 3.2939
H 1.8097 1.8602 1.9300
H 2.3434 1.6592 -1.7389
H 0.7259 2.0644 -0.9027
H -1.1847 1.8914 2.7155
H 2.0114 -0.7275 -1.2092
H -2.9763 -0.7394 -1.9114
H -3.3663 -1.8357 -0.5559
H 0.9185 -1.0615 1.0508
```

Properties
- Highest occupied orbital energy: -8.4871 eV
- ΔE to the lowest compared entry with this formula, charge and spin: 497.84 kJ/mol
- LUMO: 0.39 eV
- Gap between HOMO and LUMO: 8.9 eV
- E_tot: -18793.0172 eV
- Maximum force: 5.1 eV/Å

Mulliken atomic charge list, values in e, 2 entries: number 1, C, carries -0.33; number 2, C, carries -0.47



Entry 7:
DFT (wB97M-V/def2-TZVPD) results for an isolated molecule of C9H12Br2O at a distorted geometry.

```
24
Properties=species:S:1:pos:R:3
C -2.1486 -1.8860 0.9058
C -2.1356 -1.1465 -0.4732
C -3.1710 -1.5731 -1.5203
C -1.2534 -0.0803 -0.7367
Br -1.3299 0.8346 -2.4106
C -0.2637 0.3804 0.2475
O -0.6042 0.6515 1.4106
C 1.1840 0.3268 -0.1518
Br 1.6639 -1.1226 -1.3057
C 2.1671 1.1606 0.3441
C 1.8794 2.2123 1.3941
C 3.5543 1.0299 -0.1940
H -2.2129 -2.9415 0.7793
H -3.0240 -1.5880 1.5270
H -1.2438 -1.6881 1.4789
H -4.0230 -0.8822 -1.4570
H -2.7691 -1.5460 -2.5319
H -3.5900 -2.5613 -1.2963
H 2.5363 3.0404 1.2287
H 0.8718 2.5519 1.3961
H 2.1811 1.8197 2.3617
H 4.2797 1.5501 0.4348
H 3.8698 -0.0157 -0.2610
H 3.5819 1.4733 -1.1703
```

Properties
- Highest occupied orbital energy: -8.9091 eV
- ΔE to the lowest compared entry with this formula, charge and spin: 0.00 kJ/mol
- LUMO: 0.05 eV
- Gap between HOMO and LUMO: 9.0 eV
- E_tot: -151658.8342 eV
- Maximum force: 4.0 eV/Å

Mulliken atomic charge list, values in e, 2 entries: number 1, C, carries -1.30; number 2, C, carries 0.95



Entry 8:
DFT (wB97M-V/def2-TZVPD) results for an isolated molecule of C9H12BrO3P at a distorted geometry.

```
26
Properties=species:S:1:pos:R:3
C -0.4517 1.3676 -0.1844
C -0.8162 -0.9797 -0.2451
C -1.2657 0.3182 -0.4095
C 0.9026 1.1779 0.1208
C 0.4557 -1.1488 0.3294
C 1.3930 -0.1157 0.5617
C -3.3694 -0.5065 -1.2239
C 1.6671 3.5201 -0.0367
C -0.2285 -3.3476 0.9828
O -2.5789 0.5645 -0.8147
O 1.8554 2.1919 0.4040
O 0.8421 -2.4267 0.7650
P 3.4864 -0.6724 0.7591
Br 3.9848 0.3235 -1.0966
H -0.8545 2.3845 -0.2253
H -1.3695 -1.8078 -0.2781
H -3.5730 -1.1054 -0.3793
H -2.7725 -0.9897 -2.0449
H -4.3696 -0.0219 -1.6615
H 1.7459 3.6221 -1.1194
H 2.4016 4.1978 0.5179
H 0.6693 3.8613 0.2433
H 0.2651 -4.1508 1.5191
H -0.5832 -3.6936 0.1180
H -1.0869 -2.9457 1.5727
H 3.6506 0.3830 1.8256
```

Properties
- Highest occupied orbital energy (alpha / beta): -4.4999 / -8.5868 eV
- 2S+1: 3
- ΔE to the lowest compared entry with this formula, charge and spin: 0.00 kJ/mol
- LUMO (alpha / beta): 0.68 / -2.36 eV
- Gap between HOMO and LUMO (alpha / beta): 5.2 / 6.2 eV
- E_tot: -94994.3527 eV
- Maximum force: 5.8 eV/Å

Mulliken atomic charge list, values in e, 2 entries: number 1, C, carries -0.73; number 2, C, carries -1.05



Entry 9:
DFT (wB97M-V/def2-TZVPD) results for C9H12CeN2O4S as an isolated structure at a distorted geometry.

```
29
Properties=species:S:1:pos:R:3
Ce 0.0154 0.0501 -1.2724
O 0.1449 3.1477 0.4497
C 0.1000 2.0640 0.0171
C -0.1011 -2.0437 -0.0913
O -0.1522 -3.1683 0.1853
C 2.0512 -0.0946 -0.1027
O 3.1981 -0.1567 0.1457
C -2.0565 0.0966 -0.1320
O -3.1895 0.1524 0.0710
C 0.0333 0.6760 -5.1795
H -0.8696 1.2866 -5.1445
H 0.9893 1.1976 -5.1242
C -0.0307 -0.6676 -5.2376
H 0.8707 -1.2809 -5.2301
H -0.9870 -1.1912 -5.2505
C -1.4766 0.5721 5.7247
N -0.8060 0.8437 4.4328
C -0.0046 -0.0091 3.7616
S -0.0276 -0.0638 2.0432
N 0.8131 -0.8423 4.4356
C 1.4781 -0.5738 5.7277
H -1.0416 -0.3427 6.1831
H -2.5812 0.4498 5.5932
H -1.2978 1.4520 6.3777
H -1.3721 1.3535 3.7471
H 1.3736 -1.3587 3.7499
H 1.2976 -1.4556 6.3789
H 2.5829 -0.4538 5.5946
H 1.0431 0.3413 6.1855
```

Properties
- Highest occupied orbital energy (alpha / beta): -18.9103 / -18.9136 eV
- 2S+1: 2
- Charge: +3
- ΔE to the lowest compared entry with this formula, charge and spin: 0.00 kJ/mol
- LUMO (alpha / beta): -14.30 / -14.23 eV
- Gap between HOMO and LUMO (alpha / beta): 4.6 / 4.7 eV
- E_tot: -44427.3899 eV
- Maximum force: 9.6 eV/Å

Mulliken atomic charge list, values in e, 2 entries: number 1, Ce, carries 1.46; number 2, O, carries -0.04



Entry 10:
DFT (wB97M-V/def2-TZVPD) results for a 2-piece molecular cluster, C9H12Cl2NOP overall at a distorted geometry.

```
26
Properties=species:S:1:pos:R:3
C 1.6857 -2.5659 -0.3058
C 1.9032 -1.6407 -1.2528
C 1.0917 -2.2078 0.9583
C 1.5924 -0.2980 -1.0203
C 0.7974 -0.8419 1.2098
C 0.9776 0.1401 0.1784
C 0.3497 2.1525 1.6901
C -1.3412 0.9665 -1.7807
C 0.7299 1.4728 0.3778
N -1.7589 1.2785 -0.4452
O -2.1245 0.0506 1.9147
P -2.4381 0.1064 0.4744
Cl -2.2358 -1.7499 -0.5131
Cl -4.3487 0.1895 0.1041
H 1.6359 -3.6601 -0.6301
H 2.2582 -1.7899 -2.2211
H 0.8311 -2.9243 1.6650
H 1.7765 0.4394 -1.8576
H 0.3518 -0.7103 2.1478
H -0.2546 1.4991 2.3011
H 1.3581 2.1684 2.2997
H 0.0517 3.1806 1.6389
H -0.3643 0.4943 -1.6998
H -2.1195 0.3479 -2.2631
H -1.2385 1.8323 -2.4896
H 0.8331 2.0698 -0.4809
```

Properties
- Highest occupied orbital energy (alpha / beta): -8.2496 / -8.2457 eV
- ΔE to the lowest compared entry with this formula, charge and spin: 19.00 kJ/mol
- LUMO (alpha / beta): -2.00 / -2.00 eV
- Gap between HOMO and LUMO (alpha / beta): 6.3 / 6.2 eV
- E_tot: -47398.0850 eV
- Maximum force: 4.0 eV/Å

Mulliken atomic charge list, values in e, 2 entries: number 1, C, carries -0.36; number 2, C, carries -0.53